Entry 1:
# C6H10N2O2

A cluster of 3 separate species, C6H10N2O2 in total (wB97M-V/def2-TZVPD, the OMol25 dataset).

Structure (XYZ):
```
20
Properties=species:S:1:pos:R:3:lowdin_charge:R:1
C 2.33753 1.03945 -0.02357 0.053
C -3.86430 -4.33918 -0.15366 -0.448
C -1.66782 0.89842 0.05325 -0.017
C -0.51470 0.54538 2.09979 -0.088
C -0.94259 -1.42226 0.40904 -0.089
C -1.13798 -0.02566 0.83978 -0.480
N 4.29017 2.48083 -0.58995 0.024
N 3.23458 1.72188 -0.35075 -0.205
O -4.06902 -4.96036 -1.09894 0.213
O -3.73625 -3.74357 0.79899 0.229
H -1.80269 1.95397 0.35664 0.065
H 4.02681 3.02281 -1.35487 0.065
H -2.13067 0.56424 -0.92282 0.070
H 0.38855 1.04510 1.66158 0.028
H -0.26501 -0.23552 2.78848 0.059
H -1.12920 1.47112 2.43646 0.104
H -1.44734 -1.63158 -0.63605 0.113
H 0.09255 -1.62296 0.44130 0.049
H -1.44037 -2.18171 1.14099 0.097
H 4.54764 3.16768 0.22216 0.159
```

The frontier orbital gap comes out at 9.2325 eV. The value obtained for the energy above the lowest of the compared OMol25 structures with the same formula, charge and spin is 373.66 kJ/mol.

***

Entry 2:
# C26H24FN3O2S

The molecule C26H24FN3O2S (wB97M-V/def2-TZVPD, the OMol25 dataset).

Structure (XYZ):
```
57
Properties=species:S:1:pos:R:3:lowdin_charge:R:1
O -0.67606 1.64316 -0.59551 0.079
C -0.13393 0.83464 0.13034 -0.448
N 1.13957 0.96367 0.57172 0.090
H 1.54019 0.22622 1.12996 0.148
C 2.03385 1.96717 0.05842 -0.141
H 2.54268 2.47203 0.88573 0.135
H 1.41992 2.69661 -0.47336 0.099
C 3.09993 1.36586 -0.87742 -0.313
C 3.97953 2.44583 -1.43463 -0.482
C 5.31687 2.36910 -1.68460 -0.133
C 5.84426 3.54202 -2.26923 -0.184
C 4.89917 4.49549 -2.45913 -0.404
S 3.34641 3.98279 -1.93046 1.055
H 5.01171 5.47492 -2.87921 0.060
H 6.87949 3.66404 -2.53237 0.101
H 5.91252 1.50414 -1.45041 0.113
N 2.48321 0.50667 -1.89031 -0.129
C 3.45548 -0.31215 -2.59742 -0.156
H 4.06422 -0.85458 -1.86889 0.128
C 2.71801 -1.31533 -3.48811 -0.191
O 1.87406 -0.66851 -4.40619 -0.121
C 0.94274 0.14153 -3.72553 -0.177
C 1.64036 1.19144 -2.86235 -0.157
H 0.88039 1.77659 -2.34675 0.106
H 2.23022 1.85231 -3.51742 0.117
H 0.33517 0.62324 -4.49230 0.130
H 0.29774 -0.48175 -3.08820 0.127
H 3.43178 -1.89408 -4.07767 0.128
H 2.12681 -1.99750 -2.85856 0.109
H 4.12097 0.30119 -3.22782 0.128
H 3.73563 0.69565 -0.27944 0.151
C -0.84577 -0.36045 0.68392 -0.058
C -2.04436 -0.17654 1.32327 0.070
C -2.71437 -1.28658 1.89009 -0.210
N -2.21287 -2.49883 1.83864 0.167
C -1.06194 -2.71778 1.18263 -0.207
C -0.57664 -4.04161 1.11313 -0.010
C 0.57382 -4.31984 0.43084 -0.075
C 1.28027 -3.29562 -0.21936 -0.077
C 0.84452 -1.99924 -0.16431 -0.032
C -0.32418 -1.67442 0.55399 -0.094
H 1.37679 -1.21921 -0.69124 0.082
H 2.17567 -3.54130 -0.77243 0.100
H 0.94202 -5.33362 0.37430 0.103
H -1.14998 -4.81398 1.60092 0.112
C -3.99408 -1.13290 2.59540 -0.166
C -4.35280 -2.07737 3.55785 -0.016
C -5.54518 -1.97137 4.24444 0.000
C -6.38614 -0.91115 3.95368 -0.275
C -6.06679 0.03237 2.99401 -0.004
C -4.86726 -0.08269 2.31726 -0.021
H -4.62678 0.63861 1.55176 0.112
H -6.75369 0.83735 2.78506 0.118
F -7.55311 -0.79711 4.62103 0.058
H -5.83098 -2.69209 4.99427 0.118
H -3.67554 -2.89324 3.75375 0.110
H -2.44403 0.82012 1.42167 0.122
```

The frontier orbital gap comes out at 8.3482 eV. The value obtained for the energy above the lowest of the compared OMol25 structures with the same formula, charge and spin is 15.79 kJ/mol. As for the SMILES: O=C(NC[C@H](c1cccs1)N1CCOCC1)c1cc(-c2ccc(F)cc2)nc2ccccc12.

***

Entry 3:
# C9H18NP

A cluster of 2 separate species, C9H18NP in total (wB97M-V/def2-TZVPD, the OMol25 dataset).

Structure (XYZ):
```
29
Properties=species:S:1:pos:R:3:lowdin_charge:R:1
C -3.36062 0.64205 -0.06351 -0.143
C -2.97840 -0.14367 -1.07348 -0.197
C -2.46356 1.26346 0.96679 -0.199
C -1.58752 -0.39651 -1.46163 -0.312
C -1.60631 0.01484 1.37256 -0.326
C 2.00436 0.39448 1.31912 -0.143
C 2.40260 -1.43472 -0.37831 -0.105
C 1.87634 0.99180 -1.05551 -0.146
C 1.79416 -0.06788 -0.06274 -0.499
N -1.22039 -2.49348 0.42345 -0.242
P -0.74332 -0.98545 0.12168 0.841
H -4.37179 0.66438 0.15478 0.076
H -3.61640 -0.75999 -1.65562 0.092
H -1.79063 2.05908 0.57288 0.116
H -3.21369 1.66820 1.66887 0.111
H -1.38585 -1.12716 -2.27035 0.077
H -0.99057 0.48198 -2.00969 0.110
H -1.11758 0.39117 2.28449 0.077
H -2.19444 -0.83175 1.83174 0.089
H 1.57919 -0.22984 1.97613 0.007
H 3.15274 0.32447 1.65822 0.133
H 1.68838 1.48476 1.56476 0.111
H 1.89981 -2.08672 -1.01232 0.031
H 2.46411 -2.09281 0.48876 0.078
H 3.43026 -1.13242 -0.82975 0.112
H 1.32328 0.77800 -2.04251 0.081
H 1.65620 2.08124 -0.76232 0.098
H 2.97785 1.03053 -1.56972 0.125
H -0.98911 -3.12644 -0.32503 -0.054
```

The frontier orbital gap (spin up / spin down) comes out at 7.2715 / 7.1150 eV. The value obtained for the energy above the lowest of the compared OMol25 structures with the same formula, charge and spin is 297.68 kJ/mol.

***

Entry 4:
# C6H26BrO7

A cluster of 8 separate species, C6H26BrO7 in total (wB97M-V/def2-TZVPD, the OMol25 dataset).

Structure (XYZ):
```
40
Properties=species:S:1:pos:R:3:lowdin_charge:R:1
Br 1.51739 0.58165 -0.18235 0.117
C -0.06436 -3.04573 1.05936 -0.098
C 0.40220 -2.57866 2.41769 -0.338
O 1.54864 -1.78271 2.20136 -0.135
H 0.63314 -3.80205 0.69941 0.069
H -0.19045 -2.15461 0.44446 0.057
H -0.99554 -3.56198 1.29279 0.067
H 0.66575 -3.39616 3.08876 0.109
H -0.40215 -1.94079 2.78407 0.106
H 1.27548 -0.93009 1.85491 -0.045
C -2.42954 2.67685 2.62548 -0.098
C -2.00809 2.53201 1.20866 -0.353
O -2.08855 1.20923 0.77013 -0.100
H -3.50208 2.59157 2.80009 0.071
H -2.32521 3.73384 2.87038 0.067
H -1.82749 2.21552 3.40830 0.077
H -1.05240 2.97542 0.92911 0.113
H -2.68202 3.10479 0.57159 0.102
H -1.24429 0.88189 0.45127 -0.006
C -2.15278 1.19888 -2.71656 -0.052
C -1.75826 -0.24547 -2.21220 -0.289
O -1.52076 -1.12792 -3.31545 -0.116
H -3.02458 1.17026 -3.37021 0.064
H -1.30683 1.65996 -3.22632 0.071
H -2.44097 1.83723 -1.88136 0.053
H -2.66106 -0.68796 -1.79120 0.106
H -0.92717 -0.18153 -1.50986 0.028
H -1.33625 -2.00291 -2.96625 0.091
O 1.03718 -0.24835 -3.50904 -0.095
H 0.21874 -0.70130 -3.71206 -0.021
H 0.96446 -0.02580 -2.58092 -0.111
O 4.69699 -0.40016 -0.43585 -0.118
H 4.73044 -1.29354 -0.09382 0.003
H 3.76268 -0.20074 -0.49523 -0.139
O 2.29192 3.61913 1.58117 -0.099
H 3.23500 3.47956 1.66691 0.021
H 1.95537 2.78689 1.24899 -0.096
O 3.21424 -2.59110 -0.98145 -0.069
H 2.65843 -1.95922 -0.52535 -0.041
H 3.13290 -3.39576 -0.46944 0.030
```

The frontier orbital gap comes out at 8.9437 eV. As for the net charge: -1.

***

Entry 5:
# C5H11NO

A cluster of 2 separate species, C5H11NO in total (wB97M-V/def2-TZVPD, the OMol25 dataset).

Structure (XYZ):
```
18
Properties=species:S:1:pos:R:3:lowdin_charge:R:1
C 0.67097 2.04997 -0.39304 -0.011
C 0.87315 0.65643 0.35531 -0.551
C 1.80804 -1.62435 0.21393 -0.056
C -2.19942 -0.70289 -0.44735 -0.117
C -2.81802 -0.06569 0.53588 -0.109
H 1.24914 1.99415 -1.31079 0.041
H 1.32755 2.77573 0.34047 0.128
H -0.44095 2.39561 -0.41926 0.098
H 1.62477 -0.32151 -1.41004 0.119
H 1.58780 -1.47755 1.22514 0.050
H 1.24895 -2.47161 -0.23335 0.092
H 2.86400 -1.70711 0.08228 0.070
H -2.63428 -0.82029 -1.52003 0.082
H -1.18438 -1.07739 -0.23318 0.025
H -3.74365 0.44880 0.37541 0.022
H -2.42024 -0.20655 1.70313 0.124
N 1.50032 -0.30844 -0.41497 -0.012
O 0.68626 0.46266 1.55048 0.006
```

The frontier orbital gap comes out at 10.5829 eV. The value obtained for the energy above the lowest of the compared OMol25 structures with the same formula, charge and spin is 244.28 kJ/mol. As for the SMILES: CNC(C)=O.C=C.

***

Entry 6:
# C3H8B2NO3

The ion C3H8B2NO3 with charge -1 (wB97M-V/def2-TZVPD, the OMol25 dataset).

Structure (XYZ):
```
17
Properties=species:S:1:pos:R:3:lowdin_charge:R:1
C -1.32782 -1.03812 0.54033 -0.066
N -0.26323 -1.09594 -0.49641 -0.116
C 1.00152 -1.57746 0.05066 -0.122
B -0.17335 0.25133 -1.06335 -0.536
O -1.12799 0.62728 -2.03535 0.085
B 0.96287 1.35629 -0.52079 0.039
C 0.55969 2.16341 0.76717 -0.778
O 0.14323 3.34558 0.71039 -0.074
O 0.66843 1.44311 1.77719 -0.040
H -2.19603 -1.57069 0.17422 0.071
H -1.60055 -0.01029 0.76477 0.081
H -0.98523 -1.46158 1.47418 0.082
H 1.79341 -1.42491 -0.66912 0.077
H 0.93628 -2.65527 0.20514 0.073
H 1.25644 -1.13711 1.01367 0.081
H -1.67193 1.30929 -1.62911 0.088
H 2.02426 1.47508 -1.06360 0.054
```

The frontier orbital gap comes out at 7.3537 eV. As for the SMILES: CN(C)B(O)BC(=O)[O-]. As for the net charge: -1.

***

Entry 7:
# C4H12N2

A cluster of 2 separate species, C4H12N2 in total (wB97M-V/def2-TZVPD, the OMol25 dataset).

Structure (XYZ):
```
18
Properties=species:S:1:pos:R:3:lowdin_charge:R:1
C 0.53823 -0.68138 1.71463 -0.112
C -0.40527 0.09283 2.66952 -0.326
C -0.58003 1.59407 2.48943 -0.127
H 0.96625 -1.49698 2.28726 0.071
H 1.37662 -0.05121 1.42833 0.065
H -0.05644 -0.87281 0.81322 0.037
H 0.04206 -0.07862 3.65836 0.100
H -1.37417 -0.35823 2.88799 0.101
H -1.17729 1.91078 3.34832 0.074
H 0.31900 2.20578 2.53663 0.072
H -1.15675 1.86640 1.60233 0.056
N -0.92450 -0.30325 -2.06705 0.299
C 0.23963 -0.76921 -2.58432 -0.192
N 1.22939 0.02626 -2.69147 0.277
H -1.81568 -0.80419 -2.07690 0.166
H -0.97422 0.59217 -1.57442 0.160
H 0.22739 -1.81194 -2.89328 0.156
H 1.99921 -0.34523 -3.25808 0.122
```

The frontier orbital gap (spin up / spin down) comes out at 9.3757 / 4.6775 eV. As for the expectation value of S²: 0.78. The value obtained for the energy above the lowest of the compared OMol25 structures with the same formula, charge and spin is 135.24 kJ/mol. As for the spin multiplicity: 2. As for the net charge: +1.

***

E in hartree, matching the order above: -494.50141, -1817.99847, -749.65087, -3344.97066, -327.03830, -449.36288, -268.74934